1.
The following is a DFT calculation (ωB97M-V/def2-TZVPD) of 9 unconnected molecules or ions with the total composition C20H61N3O9 in a non-equilibrium geometry.

```
93
Properties=species:S:1:pos:R:3:forces:R:3
C -1.277 0.373 3.531 -0.50 0.88 -0.63
O -0.252 -0.213 2.774 0.11 -0.93 0.25
C 0.586 0.698 2.078 0.89 -0.27 1.07
C 1.766 -0.109 1.410 0.28 2.73 0.50
C 2.772 0.898 0.740 -0.92 -0.70 0.02
N 1.239 -0.968 0.377 0.07 -0.17 0.10
H -1.852 -0.334 4.129 0.38 -0.39 -0.23
H -1.958 0.853 2.828 -0.46 0.11 -0.04
H -0.955 1.176 4.193 0.52 -0.01 0.17
H -0.011 1.347 1.438 -0.06 -0.30 -0.81
H 0.927 1.416 2.824 0.72 0.06 0.08
H 2.288 -0.718 2.148 -0.19 0.24 0.52
H 2.112 1.446 0.067 0.49 0.46 -0.05
H 3.497 0.382 0.112 -0.17 -0.20 0.06
H 3.362 1.558 1.377 -0.41 0.01 0.30
H 0.278 -1.143 0.633 0.03 -0.77 -0.06
H 1.789 -1.798 0.545 -0.59 -0.71 -0.77
C 2.281 -5.408 6.545 -0.74 -0.47 0.10
O 1.264 -4.448 6.382 -0.79 -0.16 -1.23
C 0.183 -4.815 5.479 0.14 0.83 0.29
C -0.378 -3.539 4.872 -0.21 0.30 -1.23
C -1.717 -3.758 4.085 0.50 1.73 0.82
N 0.597 -2.937 3.919 0.28 -0.97 0.46
H 3.079 -4.907 7.093 0.21 -0.25 -0.40
H 2.536 -5.889 5.601 0.66 0.53 -0.30
H 1.939 -6.268 7.121 -0.20 -0.02 0.58
H 0.434 -5.412 4.602 0.85 -0.36 0.18
H -0.584 -5.356 6.032 -0.12 0.00 0.17
H -0.459 -2.780 5.650 -0.90 -0.27 0.48
H -1.942 -2.748 3.743 -0.15 0.26 -0.21
H -2.565 -3.963 4.737 0.11 -0.67 -0.07
H -1.688 -4.309 3.145 0.34 -0.60 0.46
H 0.258 -2.076 3.515 -0.41 0.10 -0.05
H 1.362 -2.646 4.511 0.50 -0.02 -0.10
C 0.148 5.921 -3.493 -1.11 0.63 -0.50
O 1.245 5.095 -3.506 0.97 -1.29 0.14
C 1.004 3.815 -4.137 0.76 0.95 0.18
C 2.199 2.920 -3.878 -0.63 -1.84 1.00
C 1.927 1.497 -4.461 0.02 0.60 0.16
N 2.548 2.778 -2.425 -0.39 0.87 -1.13
H 0.330 6.884 -3.016 0.56 -0.13 0.03
H -0.709 5.499 -2.967 -0.18 -0.36 0.12
H -0.158 6.119 -4.520 -0.31 0.21 -0.22
H 0.054 3.409 -3.790 -0.05 -0.20 0.13
H 1.005 3.929 -5.221 -0.56 0.30 -0.28
H 3.042 3.326 -4.437 0.20 0.13 0.37
H 0.943 1.080 -4.248 -0.30 0.43 0.19
H 2.603 0.775 -4.005 0.37 0.14 -0.34
H 2.024 1.542 -5.546 0.20 -0.30 -0.01
H 1.811 2.299 -1.928 -0.47 -0.80 -0.27
H 2.387 3.707 -2.065 0.72 0.52 0.26
C 0.016 -2.833 -3.495 0.78 -0.67 0.37
C -1.028 -3.659 -4.257 0.32 0.69 -0.87
O -2.226 -2.921 -4.496 -0.23 0.06 0.35
H -0.404 -1.988 -2.950 -0.17 -0.44 0.41
H 0.881 -2.408 -4.004 -0.46 0.10 -1.10
H 0.574 -3.520 -2.859 -0.39 0.13 0.77
H -1.316 -4.593 -3.775 -0.02 0.31 0.38
H -0.644 -3.956 -5.233 0.30 -0.16 -0.08
H -1.975 -2.139 -4.993 -0.05 0.08 -0.16
C -2.445 -1.719 0.688 -0.74 1.04 0.01
C -2.944 -3.113 0.467 -0.17 0.51 0.21
O -1.861 -3.752 -0.105 1.17 -1.28 -1.18
H -3.117 -1.217 1.383 0.37 0.23 0.43
H -2.540 -1.136 -0.228 0.17 -0.21 -0.14
H -1.390 -1.679 0.959 -0.45 -0.24 0.57
H -3.809 -3.061 -0.194 -0.20 -0.25 -0.08
H -3.225 -3.629 1.385 -0.20 0.13 0.23
H -2.131 -4.443 -0.714 -0.07 -0.10 0.08
C -3.892 0.588 -1.655 -0.56 0.31 0.23
C -3.172 1.004 -2.892 -1.15 0.25 0.23
O -1.882 0.471 -2.850 0.99 0.17 -1.03
H -4.863 1.081 -1.702 -0.22 -0.18 0.50
H -3.327 0.886 -0.771 -0.19 0.15 0.05
H -4.017 -0.495 -1.622 -0.18 -0.02 -0.06
H -3.174 2.091 -2.979 0.81 0.10 0.29
H -3.801 0.743 -3.743 0.44 -0.67 -0.49
H -1.903 -0.487 -2.907 -0.26 -0.22 -0.06
C 1.236 5.336 0.322 0.63 -0.50 -0.95
C 0.074 4.648 0.994 -0.03 1.30 0.38
O 0.330 4.737 2.392 -0.81 -0.32 0.53
H 2.160 5.322 0.900 -0.12 -0.73 0.26
H 1.144 6.409 0.150 -0.67 -0.08 -0.28
H 1.405 4.784 -0.602 0.30 0.56 -0.34
H -0.165 3.641 0.654 0.62 -0.24 0.07
H -0.839 5.214 0.809 -0.18 0.07 -0.33
H -0.446 5.204 2.712 0.22 -0.12 0.66
O 4.890 1.335 -1.834 0.95 -0.52 0.18
H 4.042 1.659 -2.139 -0.83 0.83 -0.12
H 4.852 0.390 -1.982 0.14 -0.25 -0.01
O 0.086 1.328 -1.174 0.22 0.73 0.27
H -0.557 0.983 -1.794 -0.50 -0.07 -0.47
H 0.095 0.692 -0.459 0.34 -0.33 -0.01
```
Forces are in eV/Å.

Values from the calculation:
**Kohn-Sham gap**: 9.34 eV
**SMILES**: COC[C@H](C)N.COC[C@H](C)N.COC[C@H](C)N.CCO.CCO.CCO.CCO.O.O
**HOMO level**: -8.926 eV
**Charge**: 0
**Energy**: -44622.95548 eV
**Relative energy (zero: lowest compared OMol25 entry of this formula, charge and spin)**: 187.44 kJ/mol

---

2.
The following is a DFT calculation (ωB97M-V/def2-TZVPD) of 8 unconnected molecules or ions with the total composition C20H61N5O8 in a non-equilibrium geometry.

```
94
Properties=species:S:1:pos:R:3:forces:R:3
C -2.254 0.642 -5.289 -0.03 -0.10 -1.73
O -3.458 0.507 -4.606 -0.02 0.45 1.17
C -4.217 1.723 -4.572 -0.45 -0.65 -0.18
C -5.450 1.438 -3.709 -0.03 1.42 0.59
C -6.312 2.681 -3.289 0.18 -0.94 -1.84
N -4.968 0.916 -2.470 0.75 -1.35 1.20
H -2.549 0.745 -6.334 0.39 0.02 -0.56
H -1.634 -0.253 -5.232 -0.26 -0.06 0.41
H -1.631 1.515 -5.096 -0.18 0.20 0.74
H -3.627 2.546 -4.170 0.13 0.04 0.19
H -4.500 1.955 -5.599 -0.14 0.27 -0.16
H -6.053 0.664 -4.184 -0.33 0.32 -0.62
H -5.801 3.434 -2.688 0.20 -0.46 0.11
H -7.185 2.266 -2.786 0.00 0.34 0.19
H -6.642 3.163 -4.209 -0.34 0.24 0.01
H -5.680 0.322 -2.071 -0.46 0.27 0.44
H -4.281 0.214 -2.706 0.60 -0.02 0.05
C 10.547 -2.638 8.474 0.34 0.22 0.70
O 9.229 -2.194 8.451 -0.98 0.35 0.17
C 8.406 -2.703 7.434 -0.65 0.58 -0.63
C 6.990 -2.018 7.484 0.86 -0.12 0.45
C 7.140 -0.481 7.314 -0.35 -0.21 0.87
N 6.239 -2.434 8.720 0.60 0.97 -0.99
H 10.889 -2.318 9.459 0.35 -0.26 0.00
H 11.197 -2.153 7.746 -0.12 0.06 -0.40
H 10.646 -3.720 8.384 -0.09 -0.19 -0.03
H 8.871 -2.492 6.471 0.03 0.05 -0.37
H 8.325 -3.787 7.516 -0.15 -0.28 0.13
H 6.366 -2.351 6.655 0.32 -0.33 -0.18
H 7.641 -0.037 8.174 -0.10 -0.10 0.22
H 6.152 -0.027 7.232 -0.02 -0.01 0.06
H 7.729 -0.131 6.466 -0.02 -0.61 -0.28
H 6.210 -3.443 8.721 -0.10 -0.19 0.01
H 6.810 -2.176 9.512 0.07 0.08 0.28
C 2.349 -2.296 -0.002 -0.50 0.29 -0.47
O 2.380 -0.869 0.191 -0.33 -0.87 0.57
C 1.177 -0.401 0.776 -0.48 1.24 -0.19
C 1.038 1.129 0.560 1.57 -2.27 -1.16
C 2.211 1.926 1.134 -0.49 -0.43 0.84
N -0.225 1.620 0.978 -1.00 1.68 0.86
H 3.186 -2.810 0.470 0.20 0.30 -0.22
H 2.264 -2.478 -1.074 0.69 -0.09 -0.19
H 1.445 -2.794 0.347 -0.19 0.40 0.63
H 0.324 -0.792 0.222 -0.20 -0.50 0.08
H 1.065 -0.636 1.834 0.24 -0.28 0.19
H 1.044 1.146 -0.530 0.69 0.46 -0.44
H 3.141 1.692 0.616 -0.20 0.63 -0.36
H 2.440 1.669 2.169 -0.32 -0.58 0.23
H 1.916 2.966 1.278 0.45 0.30 -0.84
H -1.055 1.303 0.497 0.16 -1.15 -0.16
H -0.189 2.540 0.563 -0.27 0.86 0.63
C -3.059 -8.055 -7.938 0.80 1.08 2.17
O -3.023 -8.136 -6.453 -0.64 -1.01 -2.08
C -2.918 -6.947 -5.675 1.27 -1.80 -1.47
C -2.176 -7.404 -4.437 -0.07 1.31 -0.05
C -0.808 -8.090 -4.693 -0.68 0.36 0.82
N -3.007 -8.199 -3.529 0.75 -0.42 -0.38
H -2.130 -7.583 -8.259 0.10 0.36 -0.04
H -3.889 -7.406 -8.218 -0.18 -0.43 -0.39
H -3.002 -9.042 -8.397 -0.72 -0.05 0.48
H -2.230 -6.272 -6.183 -0.27 0.56 -0.23
H -3.900 -6.513 -5.487 0.01 0.22 0.13
H -1.944 -6.408 -4.059 0.18 -0.02 1.17
H -0.350 -8.207 -3.711 0.08 0.00 0.09
H -0.139 -7.442 -5.260 -0.14 -0.16 -0.27
H -0.875 -9.096 -5.107 -0.17 0.21 -0.34
H -3.991 -8.028 -3.682 -0.20 0.49 0.04
H -2.899 -9.108 -3.957 -0.13 -0.70 0.39
C -5.745 9.497 0.318 -0.21 -0.76 1.40
O -4.459 8.923 0.534 0.04 -0.08 -1.35
C -3.369 9.843 0.461 0.58 -0.66 1.51
C -1.985 9.090 0.436 -2.28 -0.10 0.50
C -0.882 10.032 0.459 1.98 1.83 -0.01
N -1.944 8.280 -0.742 -0.50 -0.70 -0.77
H -6.449 8.786 0.749 -0.01 -0.37 -0.30
H -6.064 9.679 -0.708 0.55 0.22 -0.16
H -5.910 10.343 0.985 0.30 0.64 -0.36
H -3.369 10.487 -0.419 -0.40 0.19 -0.10
H -3.480 10.375 1.405 0.44 0.87 -0.13
H -1.915 8.423 1.295 -0.22 -0.02 0.18
H -0.879 10.717 1.307 -0.14 -0.14 0.21
H -0.854 10.681 -0.416 -0.35 0.10 -0.28
H 0.099 9.558 0.427 -0.08 -0.35 0.21
H -1.921 8.890 -1.547 0.52 0.35 -0.33
H -2.905 7.975 -0.799 -0.23 -1.03 -0.21
O -2.614 0.251 5.412 -0.03 0.04 0.24
H -2.197 0.735 4.699 0.16 0.17 -0.19
H -3.038 -0.492 4.982 -0.11 -0.20 -0.07
O -2.056 -7.220 2.578 0.09 0.19 0.11
H -2.251 -7.342 1.649 -0.04 0.00 -0.27
H -2.346 -8.032 2.993 -0.06 -0.19 0.14
O 6.729 0.093 -1.866 0.21 0.01 0.10
H 6.635 0.233 -2.808 0.02 0.05 -0.23
H 5.854 -0.160 -1.572 -0.25 -0.06 0.15
```
Forces are in eV/Å.

Values from the calculation:
**Kohn-Sham gap**: 9.62 eV
**SMILES**: COC[C@H](C)N.COC[C@H](C)N.COC[C@H](C)N.COC[C@H](C)N.COC[C@H](C)N.O.O.O
**HOMO level**: -9.215 eV
**Charge**: 0
**Energy**: -45554.48318 eV
**Relative energy (zero: lowest compared OMol25 entry of this formula, charge and spin)**: 334.30 kJ/mol

---

3.
The following is a DFT calculation (ωB97M-V/def2-TZVPD) of 9 unconnected molecules or ions with the total composition C20H61N7O12 in a non-equilibrium geometry.

```
100
Properties=species:S:1:pos:R:3:forces:R:3
C 0.112 3.584 -4.542 0.16 0.55 -0.30
O -0.472 3.289 -3.295 -0.13 0.07 -0.07
C -1.081 4.416 -2.682 -0.22 0.15 0.37
C -1.934 3.912 -1.525 0.82 0.46 -0.25
N -3.160 3.340 -2.065 0.30 -0.55 0.19
C -4.067 2.773 -1.093 -0.90 0.14 0.65
C -3.565 1.565 -0.283 0.08 0.45 -0.61
O -4.154 1.520 0.995 0.83 -0.51 0.17
C -5.523 1.276 0.966 -1.36 0.63 0.17
H 0.664 2.721 -4.907 -0.06 -0.13 0.20
H 0.804 4.436 -4.466 0.01 -0.16 0.10
H -0.630 3.862 -5.304 -0.12 -0.12 0.19
H -1.730 4.970 -3.374 0.06 -0.24 -0.17
H -0.342 5.138 -2.305 0.23 -0.29 -0.08
H -2.099 4.773 -0.866 -0.53 -0.14 -0.09
H -1.282 3.236 -0.950 -0.23 -0.16 0.02
H -2.866 2.567 -2.662 -0.06 0.32 -0.24
H -5.022 2.549 -1.582 0.24 -0.30 -0.27
H -4.406 3.513 -0.356 0.58 0.26 -0.05
H -2.490 1.641 -0.138 0.09 0.10 0.17
H -3.742 0.631 -0.834 -0.18 -0.04 0.10
H -6.080 2.222 1.000 0.03 -0.04 -0.01
H -5.806 0.711 1.851 0.04 -0.17 -0.02
H -5.870 0.765 0.063 0.25 -0.28 0.03
C 0.790 -3.860 2.638 -0.49 0.12 0.46
O 1.475 -3.436 3.812 0.11 -0.48 -0.32
C 0.668 -2.702 4.719 0.71 -0.26 -0.72
C 1.625 -1.940 5.604 0.07 0.63 0.19
N 2.434 -0.915 4.965 0.14 0.33 0.67
C 1.731 0.247 4.449 -0.05 -0.75 -0.93
C 2.710 1.219 3.781 -0.40 -0.23 0.73
O 2.438 1.269 2.382 0.05 0.31 0.12
C 3.475 1.935 1.687 0.21 0.23 -0.10
H 0.516 -3.007 1.998 0.15 -0.05 0.10
H -0.142 -4.385 2.900 0.17 0.05 -0.06
H 1.434 -4.539 2.087 0.14 0.05 0.03
H 0.079 -3.363 5.364 -0.32 -0.02 -0.31
H 0.053 -2.060 4.080 -0.23 0.11 0.58
H 2.317 -2.643 6.077 -0.16 -0.10 -0.06
H 1.036 -1.479 6.410 0.17 0.06 -0.08
H 3.100 -1.292 4.308 -0.21 -0.18 -0.18
H 1.107 0.685 5.228 0.34 0.09 0.05
H 1.039 -0.037 3.634 -0.10 0.13 0.17
H 3.734 0.875 3.966 -0.02 0.02 -0.14
H 2.614 2.219 4.230 0.04 0.01 -0.29
H 3.873 2.747 2.301 0.09 0.03 -0.07
H 3.068 2.365 0.774 -0.02 -0.06 -0.04
H 4.268 1.232 1.426 0.11 0.04 0.07
C -1.557 -0.727 -2.355 -1.63 -0.04 -0.04
O -0.520 -0.402 -3.226 0.93 -0.06 0.57
C 0.618 -1.262 -3.081 0.38 0.30 -0.46
C 0.645 -2.264 -4.233 -0.34 -0.02 -0.20
N 1.375 -3.491 -3.877 0.17 0.53 -1.03
C 1.335 -4.448 -5.003 0.39 -0.93 0.68
C 1.810 -5.851 -4.559 0.01 0.10 -0.69
O 2.936 -6.201 -5.363 0.15 0.23 0.12
C 3.497 -7.444 -5.039 0.09 -0.45 0.59
H -2.444 -1.055 -2.919 0.21 -0.31 -0.07
H -1.955 0.141 -1.819 0.63 0.19 0.05
H -1.315 -1.503 -1.628 0.17 0.02 -0.01
H 0.670 -1.767 -2.112 -0.40 -0.05 -0.07
H 1.509 -0.620 -3.099 -0.11 -0.03 -0.16
H 1.019 -1.768 -5.146 0.24 -0.08 0.18
H -0.382 -2.514 -4.518 -0.02 -0.18 0.42
H 2.352 -3.192 -3.872 -0.07 -0.25 0.57
H 2.029 -4.160 -5.797 -0.35 0.12 -0.29
H 0.319 -4.575 -5.376 -0.03 0.48 -0.08
H 1.052 -6.612 -4.785 -0.16 0.12 0.40
H 2.028 -5.832 -3.486 0.15 -0.15 -0.07
H 2.736 -8.215 -4.841 -0.04 0.18 -0.14
H 4.125 -7.389 -4.135 -0.11 0.10 -0.09
H 4.125 -7.799 -5.854 -0.05 0.22 -0.14
N -1.955 -0.938 2.858 -0.81 -0.54 -0.49
C -2.884 -1.878 2.461 -0.25 0.14 0.59
N -3.686 -1.460 1.385 0.60 0.32 0.84
O -3.037 -2.935 3.055 0.35 0.33 -0.72
H -1.852 -0.084 2.346 0.18 0.19 0.10
H -1.484 -1.056 3.735 -0.12 0.13 0.07
H -3.811 -0.457 1.277 0.26 -0.42 -0.37
H -3.844 -2.096 0.629 -0.27 -0.11 0.02
N 0.197 4.221 2.212 0.69 0.23 -0.65
C 1.186 4.530 1.312 -0.27 0.43 -0.11
N 2.060 5.528 1.697 -0.65 -0.81 -0.19
O 1.245 4.012 0.195 0.14 0.15 0.54
H -0.483 3.540 1.913 0.02 -0.12 0.12
H 0.198 4.594 3.139 -0.14 -0.03 0.15
H 2.034 5.904 2.623 0.14 0.11 0.09
H 2.842 5.706 1.097 0.08 0.03 0.00
O -0.985 1.452 4.731 -0.20 0.28 -0.06
H -0.824 1.704 3.811 0.03 -0.20 -0.05
H -1.884 1.746 4.913 0.01 -0.05 -0.01
O -0.299 1.412 1.503 -0.29 0.05 -0.07
H -0.397 0.762 0.795 0.15 0.08 0.00
H 0.642 1.649 1.464 -0.01 -0.19 0.23
O 1.291 1.458 -1.147 -0.30 0.23 -0.24
H 0.652 1.483 -1.876 0.10 0.11 0.02
H 1.306 2.362 -0.787 -0.09 0.00 -0.12
O 2.455 -0.643 0.135 0.11 -0.05 -0.03
H 2.275 -0.006 0.841 0.01 -0.34 0.05
H 2.337 -0.108 -0.663 -0.11 -0.04 0.20
```
Forces are in eV/Å.

Values from the calculation:
**Kohn-Sham gap**: 8.44 eV
**SMILES**: COCCNCCOC.COCCNCCOC.COCCNCCOC.NC(N)=O.NC(N)=O.O.O.O.O
**HOMO level**: -8.230 eV
**Charge**: 0
**Energy**: -56728.30834 eV
**Relative energy (zero: lowest compared OMol25 entry of this formula, charge and spin)**: 0.00 kJ/mol